1.
Computed, not measured: a cluster of 8 separate species, C34H58BN4O22 in total in a non-equilibrium geometry, with ωB97M-V/def2-TZVPD.

Last column: Löwdin charge in e.
Element x y z (Å)
C1 4.016878 -0.241268 2.313192  -0.062
N1 3.728212 0.662033 1.180107  -0.122
C2 4.868244 0.763721 0.258977  -0.075
B1 3.356399 1.997621 1.648266  -0.538
O1 4.256764 2.850577 2.248537  0.174
C3 1.907375 2.606024 1.431062  -0.135
C4 1.313195 3.103384 2.763324  -0.099
C5 0.012132 2.402976 3.102102  -0.143
N2 -0.043373 0.990665 2.681897  0.098
C6 0.228407 0.840271 1.339365  -0.373
N3 -0.352332 -0.141873 0.690059  0.261
N4 1.020799 1.692933 0.670034  0.155
H1 3.273631 -1.036934 2.356121  0.074
H2 4.013731 0.258616 3.283792  0.082
H3 4.982594 -0.720524 2.184254  0.087
H4 4.590835 1.370528 -0.599397  0.090
H5 5.756127 1.203943 0.716031  0.090
H6 5.126878 -0.222600 -0.114182  0.088
H7 4.581467 2.579074 3.106266  0.113
H8 2.055536 3.473867 0.790567  0.140
H9 1.104941 4.166488 2.715482  0.098
H10 2.009979 2.986015 3.589802  0.116
H11 -0.081469 2.409652 4.183321  0.112
H12 -0.835202 2.960806 2.727789  0.085
H13 0.540533 0.393091 3.257607  0.154
H14 -0.936452 -0.785139 1.192701  0.136
H15 -0.257809 -0.205659 -0.321047  0.079
H16 0.523511 2.134315 -0.095271  0.166
C7 -0.988621 -3.715812 -4.623369  0.005
C8 0.075310 -2.962490 -3.871318  -0.282
C9 0.307706 -3.425162 -2.449867  -0.053
O2 0.722676 -2.200459 -1.792193  0.064
C10 0.214435 -1.173416 -2.493815  -0.578
O3 0.233760 -0.031983 -2.109437  0.107
O4 -0.306110 -1.571909 -3.647055  0.115
H17 -1.040233 -3.376184 -5.655890  0.093
H18 -0.759848 -4.780820 -4.623834  0.109
H19 -1.968451 -3.565869 -4.169263  0.059
H20 1.008570 -2.950881 -4.436698  0.144
H21 1.074885 -4.185146 -2.363627  0.124
H22 -0.609094 -3.780027 -1.974024  0.139
C11 3.363914 -5.650862 2.215924  -0.020
C12 2.975159 -6.304947 0.915443  -0.314
C13 2.766068 -5.356200 -0.250959  -0.092
O5 1.778540 -6.048241 -1.029435  0.038
C14 1.071811 -6.846057 -0.189956  -0.558
O6 0.052849 -7.362392 -0.504615  0.165
O7 1.668483 -6.914733 1.014878  0.096
H23 3.562483 -6.398068 2.981916  0.090
H24 4.262868 -5.049201 2.080809  0.091
H25 2.555964 -5.012371 2.575017  0.090
H26 3.685768 -7.090803 0.650433  0.161
H27 3.659489 -5.192195 -0.847450  0.142
H28 2.356334 -4.393032 0.067837  0.133
C15 -0.940442 7.422911 -1.848536  -0.007
C16 -0.186596 7.204990 -0.566597  -0.301
C17 0.701981 5.980411 -0.571211  -0.079
O8 0.699326 5.590976 0.816421  0.030
C18 -0.461269 6.042888 1.360671  -0.567
O9 -0.863769 5.693748 2.427708  0.146
O10 -1.078964 6.888340 0.532247  0.104
H29 -1.508459 8.351344 -1.815745  0.094
H30 -0.249175 7.474136 -2.689612  0.099
H31 -1.641794 6.605807 -2.011980  0.067
H32 0.377412 8.094978 -0.279112  0.161
H33 1.719500 6.184591 -0.893486  0.141
H34 0.277928 5.169060 -1.168166  0.139
C19 3.348273 0.738941 -7.233208  -0.021
C20 2.623376 -0.523536 -7.621440  -0.319
C21 1.369480 -0.821677 -6.823434  -0.086
O11 1.328292 -2.256775 -6.844083  0.037
C22 2.598907 -2.709716 -7.006088  -0.570
O12 2.928530 -3.838424 -6.860806  0.172
O13 3.421516 -1.689013 -7.327642  0.090
H35 4.194277 0.918803 -7.894115  0.089
H36 2.675270 1.594107 -7.294444  0.092
H37 3.731000 0.657925 -6.215504  0.091
H38 2.409965 -0.532834 -8.692886  0.160
H39 0.462481 -0.420114 -7.266368  0.143
H40 1.448073 -0.484586 -5.786293  0.132
C23 -2.910385 -6.377697 -0.495323  -0.027
C24 -3.958742 -5.611229 -1.255655  -0.321
C25 -4.931252 -6.437910 -2.071886  -0.078
O14 -5.234709 -5.559008 -3.167717  0.075
C26 -4.195250 -4.712444 -3.331644  -0.561
O15 -4.044328 -3.980719 -4.252804  0.158
O16 -3.339618 -4.812404 -2.285707  0.060
H41 -2.290954 -5.694443 0.085066  0.082
H42 -3.359129 -7.095532 0.190864  0.099
H43 -2.253129 -6.912328 -1.177356  0.078
H44 -4.497840 -4.925577 -0.595458  0.156
H45 -5.841958 -6.695436 -1.539209  0.140
H46 -4.469277 -7.344215 -2.468778  0.143
C27 -1.443705 3.618781 6.792845  -0.017
C28 -1.716111 2.326776 7.515930  -0.330
C29 -1.984182 2.440363 9.003643  -0.084
O17 -1.474489 1.194803 9.499214  0.070
C30 -0.527281 0.750010 8.642904  -0.566
O18 0.210231 -0.153050 8.844672  0.175
O19 -0.543986 1.491529 7.503404  0.066
H47 -1.326136 3.444803 5.724054  0.060
H48 -2.260094 4.328807 6.922380  0.096
H49 -0.522919 4.078029 7.152697  0.098
H50 -2.518159 1.770291 7.022507  0.157
H51 -3.036900 2.536566 9.253022  0.140
H52 -1.422694 3.256881 9.463004  0.141
C31 -3.404003 2.942963 1.811637  -0.018
C32 -3.964234 3.775638 0.688651  -0.310
C33 -4.937336 3.044159 -0.215798  -0.084
O20 -4.746886 3.704714 -1.471115  0.080
C34 -3.512482 4.241145 -1.488831  -0.559
O21 -3.003240 4.726553 -2.444363  0.163
O22 -2.940918 4.160071 -0.257412  0.068
H53 -2.781797 3.552119 2.464989  0.066
H54 -4.215471 2.521529 2.404944  0.099
H55 -2.791600 2.126925 1.421439  0.080
H56 -4.407118 4.694782 1.078177  0.165
H57 -5.974530 3.131842 0.094190  0.142
H58 -4.678214 1.988870 -0.332452  0.139

Atomic forces in eV per Å
-0.311 -0.116 -0.386
0.183 0.023 0.474
-0.108 -0.070 -0.041
0.143 -0.148 -0.301
-0.679 0.223 0.142
0.160 -0.086 -0.189
-0.155 0.209 0.058
0.461 0.039 0.741
0.800 0.127 -0.059
0.006 -0.296 -0.392
-0.103 0.099 0.110
-1.153 1.039 0.691
-0.100 -0.105 0.073
0.096 0.067 0.157
0.189 0.017 0.076
-0.019 0.090 -0.120
0.126 0.056 0.086
-0.020 -0.152 -0.064
0.604 -0.105 0.030
-0.028 0.115 -0.086
0.027 0.122 -0.046
0.216 -0.202 -0.028
-0.209 -0.125 0.110
-0.161 -0.204 -0.390
-0.338 -0.187 0.206
-0.297 0.130 0.059
0.475 -0.174 -0.230
0.499 -0.364 -0.554
-0.145 0.381 0.045
-0.048 -0.430 -0.142
-0.098 -0.029 -0.058
-0.093 -0.049 0.104
0.049 -0.267 -0.370
-0.172 0.109 0.314
0.146 0.112 -0.052
0.060 -0.032 -0.027
0.088 -0.036 0.009
0.207 -0.030 -0.024
0.041 0.077 0.052
0.126 0.088 0.074
-0.039 0.026 -0.042
-0.177 -0.091 0.121
0.068 0.163 0.087
0.047 -0.132 -0.049
0.282 0.236 0.094
0.019 0.274 -0.157
-0.205 -0.314 0.161
0.057 -0.086 -0.063
0.027 -0.008 -0.008
0.025 -0.013 -0.025
0.018 0.065 -0.060
-0.023 -0.017 -0.054
-0.029 -0.071 -0.071
-0.002 -0.010 0.047
-0.386 0.062 0.120
0.036 -0.023 -0.224
0.175 0.025 0.072
-0.083 -0.026 -0.208
-0.047 -0.099 -0.183
-0.071 -0.094 0.138
0.055 0.143 0.046
0.053 0.036 0.004
0.054 0.007 0.017
0.070 -0.076 -0.087
0.019 -0.025 0.068
0.039 -0.008 0.104
-0.074 0.038 -0.005
0.202 -0.097 0.034
0.003 0.128 0.077
-0.063 -0.050 -0.077
-0.053 0.150 0.081
-0.014 0.181 0.012
0.044 -0.182 0.057
-0.006 0.012 -0.100
-0.014 0.008 -0.024
-0.028 0.001 -0.023
-0.083 0.010 0.042
-0.031 -0.040 -0.005
-0.038 -0.096 -0.028
0.035 0.026 -0.002
0.134 0.088 -0.098
0.046 -0.156 0.180
0.012 0.015 -0.056
0.070 -0.024 -0.022
-0.200 -0.281 0.302
-0.190 0.142 -0.174
0.017 0.153 0.015
0.004 -0.034 0.041
-0.082 0.033 0.002
-0.033 -0.064 -0.020
-0.055 0.003 -0.040
-0.068 0.089 -0.071
0.038 0.001 0.023
0.178 0.081 -0.139
-0.006 0.141 -0.051
0.035 -0.050 0.030
-0.005 0.087 0.019
-0.147 0.152 -0.040
0.123 -0.159 0.019
-0.035 -0.048 -0.092
-0.051 0.006 -0.014
-0.061 -0.048 0.054
-0.031 0.000 0.115
-0.035 -0.015 0.049
-0.007 -0.115 0.042
0.014 0.026 -0.037
0.270 0.099 -0.018
-0.049 -0.141 0.049
-0.025 0.051 -0.025
-0.059 -0.094 0.019
-0.159 0.020 0.164
0.254 0.023 -0.056
0.004 -0.041 0.006
-0.070 0.074 0.019
-0.033 0.002 -0.003
-0.102 -0.051 -0.058
-0.022 0.018 -0.030
-0.026 0.075 -0.075
0.028 -0.007 0.031

The calculation puts the LUMO energy at -2.26 eV. The calculation puts the frontier orbital gap at 9.07 eV. As for the total charge: +1.

2.
Computed, not measured: a structure of composition C22H48AsF6N4O5PbS2Si3, with ωB97M-V/def2-TZVPD.

Last column: Löwdin charge in e.
Element x y z (Å)
Pb1 -2.551403 -0.729191 2.312808  1.494
O1 -1.240278 -0.379790 4.595016  -0.224
C1 -1.943855 0.374764 5.613685  -0.216
C2 -2.640693 -0.538371 6.601203  -0.144
C3 -3.560966 -1.565099 5.926322  -0.128
C4 -4.690286 -0.931171 5.164046  -0.261
C5 -5.884116 -0.633345 5.812069  0.021
C6 -6.908417 -0.003478 5.130552  0.000
C7 -6.719621 0.329405 3.795297  -0.020
C8 -5.516095 0.003475 3.214078  -0.164
N1 -4.517701 -0.619935 3.865595  -0.043
H1 -0.378906 -0.646720 4.935763  0.113
H2 -2.661794 0.994610 5.074588  0.113
H3 -1.245669 1.044533 6.113804  0.135
H4 -3.213683 0.082460 7.294166  0.134
H5 -1.901054 -1.072189 7.201767  0.129
H6 -3.975500 -2.223598 6.688975  0.133
H7 -2.965044 -2.188770 5.260694  0.081
H8 -5.999784 -0.904585 6.852980  0.136
H9 -7.839946 0.226697 5.630102  0.132
H10 -7.485512 0.829125 3.220128  0.125
H11 -5.333402 0.259262 2.173722  0.092
N2 -4.186404 -2.016346 0.899598  -0.079
C9 -3.628708 -3.177143 0.143462  -0.214
C10 -3.141892 -4.285913 1.058844  -0.172
C11 -1.871887 -3.996872 1.838477  -0.211
N3 -2.094656 -3.005832 2.938664  -0.072
H12 -4.975509 -2.331828 1.461430  0.093
H13 -4.581510 -1.364936 0.224290  0.093
H14 -2.816173 -2.805431 -0.480865  0.088
H15 -4.393117 -3.572810 -0.526346  0.136
H16 -2.936477 -5.154009 0.432889  0.123
H17 -3.942568 -4.591411 1.744043  0.128
H18 -1.094931 -3.601967 1.187240  0.080
H19 -1.493109 -4.921878 2.273752  0.138
H20 -1.272121 -2.983665 3.537817  0.097
H21 -2.851335 -3.345708 3.529518  0.090
F1 3.285319 -1.656574 0.131761  0.185
C12 2.196912 -1.348337 0.803625  -0.696
F2 2.057701 -2.144494 1.853485  0.165
F3 2.257791 -0.084984 1.216267  0.130
S1 0.711583 -1.509955 -0.277718  0.620
O2 -0.410952 -1.082384 0.536804  -0.436
O3 0.966911 -0.603661 -1.431982  -0.606
N4 0.786188 -2.980304 -0.663320  -0.262
S2 -0.291173 -3.655729 -1.668399  0.636
O4 -0.840655 -4.819404 -1.054555  -0.236
O5 -1.159026 -2.660202 -2.231913  -0.281
C13 0.831611 -4.241449 -3.012497  -0.688
F4 0.122832 -4.965652 -3.855954  0.185
F5 1.337714 -3.182292 -3.642993  0.141
F6 1.811791 -4.959448 -2.496813  0.178
C14 3.037560 -0.232642 -4.175927  -0.212
Si1 1.580475 0.920503 -4.058396  0.323
C15 1.958157 2.606796 -4.775321  -0.205
C16 0.030953 0.157479 -4.743700  -0.187
As1 1.396959 1.330476 -1.699697  1.071
Si2 -0.877253 2.091569 -1.483493  0.318
C17 -1.063597 3.521522 -2.663826  -0.210
C18 -2.116064 0.729888 -1.812872  -0.189
C19 -1.024728 2.660540 0.292556  -0.228
Si3 8.945740 4.374868 -2.892861  0.918
C20 8.900906 5.433114 -1.413001  -0.156
C21 8.340422 5.017532 -4.485043  -0.155
C22 9.597513 2.681131 -2.743358  -0.155
H22 3.233221 -0.486114 -5.220812  0.049
H23 2.853066 -1.164389 -3.640600  0.015
H24 3.938019 0.226599 -3.764582  0.031
H25 1.684858 2.618547 -5.832899  0.048
H26 3.024229 2.827873 -4.705662  0.030
H27 1.410778 3.418508 -4.294084  0.012
H28 0.155527 0.009888 -5.819797  0.051
H29 -0.844200 0.792025 -4.602418  0.017
H30 -0.166386 -0.815940 -4.290501  0.026
H31 -1.006935 3.208166 -3.706940  0.027
H32 -0.314608 4.297460 -2.493307  0.038
H33 -2.042602 3.983605 -2.510772  0.047
H34 -2.298768 0.582463 -2.876605  0.035
H35 -3.066065 1.029015 -1.356614  0.037
H36 -1.812194 -0.231159 -1.399129  -0.011
H37 -0.357466 3.498887 0.498920  0.038
H38 -0.765560 1.856618 0.987566  -0.002
H39 -2.045322 2.990723 0.505425  0.038
H40 8.287667 6.323026 -1.545743  0.056
H41 9.930131 5.757812 -1.208864  0.071
H42 8.576680 4.875338 -0.531989  0.059
H43 7.243404 5.006310 -4.471618  0.062
H44 8.679732 4.427589 -5.335008  0.056
H45 8.634590 6.062383 -4.612147  0.064
H46 8.826042 2.047019 -2.289458  0.063
H47 10.455363 2.656547 -2.067190  0.063
H48 9.869335 2.250956 -3.706208  0.056

Atomic forces in eV per Å
-0.009 0.003 -0.034
-0.013 -0.025 0.014
0.001 0.006 -0.010
-0.006 -0.001 0.002
0.000 -0.003 -0.003
0.006 -0.001 -0.005
-0.004 0.009 0.002
0.002 -0.003 0.001
0.000 0.004 0.002
0.004 -0.001 0.001
-0.010 -0.007 -0.004
0.011 0.024 -0.010
0.005 0.006 -0.002
-0.001 -0.005 0.008
0.001 -0.001 0.003
0.003 -0.002 -0.005
-0.002 0.002 0.001
-0.001 0.005 0.004
0.001 0.000 0.000
0.000 0.000 -0.001
-0.001 -0.001 0.000
-0.001 -0.002 -0.002
-0.002 0.011 0.008
-0.001 0.003 -0.006
-0.003 -0.012 0.011
0.001 0.010 0.014
0.014 -0.014 -0.003
0.007 -0.009 0.001
-0.009 -0.002 0.002
0.001 -0.002 -0.003
-0.003 0.004 0.001
0.005 0.006 -0.004
-0.001 -0.006 -0.003
-0.004 -0.003 -0.003
-0.001 -0.001 0.002
-0.005 0.002 0.003
-0.002 -0.006 -0.011
0.008 0.011 0.007
0.012 0.007 -0.015
-0.011 -0.019 0.009
0.000 -0.006 0.012
-0.109 -0.013 0.001
0.079 0.052 0.078
0.122 -0.048 -0.041
0.000 0.024 0.030
-0.001 -0.052 -0.017
0.012 0.031 -0.002
-0.006 0.000 -0.017
-0.005 -0.004 -0.008
-0.008 0.016 -0.006
0.010 0.016 0.018
-0.006 -0.011 -0.003
0.002 -0.001 -0.035
-0.003 -0.019 -0.015
-0.004 0.006 0.029
-0.007 0.005 0.013
-0.199 -0.031 0.041
0.025 -0.026 -0.031
-0.024 0.033 0.042
-0.011 -0.006 -0.020
-0.003 -0.019 0.036
0.131 0.054 -0.034
0.000 0.002 0.005
0.006 0.004 -0.001
0.001 -0.004 0.000
0.001 -0.003 0.000
0.001 -0.005 0.003
0.001 0.001 -0.003
0.020 -0.008 -0.007
-0.004 0.011 0.018
-0.016 -0.003 -0.019
0.011 -0.030 0.004
0.006 0.016 -0.024
-0.027 0.015 0.018
0.001 -0.010 0.002
0.002 -0.002 -0.008
0.003 0.005 -0.010
0.010 -0.002 -0.006
-0.004 0.011 -0.011
-0.006 0.005 0.007
0.003 -0.003 0.007
0.005 -0.002 -0.018
-0.001 0.009 -0.004
-0.003 -0.002 0.003
-0.002 0.007 -0.003
0.005 -0.001 0.001
0.000 0.002 0.002
-0.002 -0.001 -0.001
0.002 -0.001 -0.003
0.000 0.000 -0.001
0.000 -0.002 0.000
0.002 -0.001 0.001

The energy relative to the best compared isomer or geometry (same formula, charge and spin) is 0.0 kcal/mol. The calculation puts the LUMO energy at -7.55 eV. The calculation puts the frontier orbital gap at 7.39 eV. As for the total charge: +3.

3.
Computed, not measured: the molecule C6H4O, with ωB97M-V/def2-TZVPD.

Last column: Löwdin charge in e.
Element x y z (Å)
C1 -1.776918 0.349906 -0.731528  -0.048
C2 -0.294059 0.516264 -0.479168  -0.385
C3 0.490336 1.207769 -1.269079  0.296
C4 0.248274 -0.098261 0.775591  -0.422
O1 -0.482238 -0.326638 1.714040  0.119
C5 1.652736 -0.468416 0.787280  -0.036
C6 2.793248 -0.854040 0.778342  0.169
H1 -2.106072 0.915864 -1.605420  0.080
H2 -2.332246 0.674489 0.151814  0.089
H3 -1.994752 -0.710325 -0.893990  0.094
H4 3.801690 -1.206616 0.772118  0.044

Atomic forces in eV per Å
-0.168 0.036 -0.091
0.290 0.245 -0.305
-0.440 -0.411 0.390
-0.168 -0.167 0.326
0.270 0.073 -0.364
0.583 -0.165 0.031
-0.484 0.167 -0.013
0.060 -0.055 0.137
0.134 0.026 -0.119
0.066 0.154 0.004
-0.144 0.097 0.004

The energy relative to the best compared isomer or geometry (same formula, charge and spin) is 98.5 kcal/mol. The calculation puts the LUMO energy at -1.01 eV. The calculation puts the frontier orbital gap at 9.60 eV.